#one
{
  "formula": "C4H11NO3",
  "method": "ωB97M-V/def2-TZVPD",
  "species": ["N", "C", "O", "C", "C", "C", "O", "H", "H", "H", "H", "H", "H", "H", "H", "H", "O", "H", "H"],
  "positions_angstrom": [[0.07424, 1.89575, -1.60449], [-0.64155, 1.24923, -0.62792], [-1.75504, 1.62599, -0.35650], [0.03316, 0.10608, 0.14197], [-0.78603, -0.26323, 1.33466], [0.00865, -0.97288, 2.41620], [0.27321, -2.39909, 2.17985], [0.97136, 1.64290, -2.00654], [-0.37842, 2.62219, -2.13717], [0.25186, -0.73167, -0.52379], [1.06619, 0.44994, 0.26709], [-1.41655, 0.50416, 1.76411], [-1.61289, -0.91577, 1.00438], [1.00644, -0.60714, 2.65856], [-0.57246, -0.99748, 3.33797], [0.04652, -2.57249, 1.27928], [2.09081, -0.76185, -2.86990], [1.47983, -0.09671, -3.17092], [1.75872, -1.63510, -2.99552]],
  "lowdin_charge": [0.147, -0.530, 0.060, -0.126, -0.193, -0.222, -0.086, 0.087, 0.104, 0.113, 0.127, 0.115, 0.134, 0.113, 0.109, 0.046, -0.036, 0.011, 0.026],
  "multiplicity": 1,
  "homo_ev": -10.06,
  "e_lumo_ha": 0.015,
  "orbital_gap_ev": 10.459
}

---

#two
{
  "formula": "C4H11NO3",
  "method": "ωB97M-V/def2-TZVPD",
  "species": ["C", "C", "O", "C", "N", "C", "O", "H", "H", "H", "H", "H", "H", "H", "H", "H", "O", "H", "H"],
  "positions_angstrom": [[1.89938, -0.78642, -0.91554], [0.87352, 0.08730, -0.24981], [1.49725, 0.88414, 0.80335], [-0.23058, -0.72514, 0.47303], [0.40748, -1.49373, 1.53444], [-1.18623, 0.33169, 0.95759], [-2.12860, 0.81214, 0.35101], [2.62821, -0.22843, -1.48183], [1.41012, -1.47436, -1.59442], [2.37747, -1.40653, -0.15143], [0.43165, 0.84119, -0.88865], [2.45507, 0.92881, 0.65471], [-0.59204, -1.39397, -0.30881], [0.97738, -0.84702, 2.06208], [-0.27144, -1.87323, 2.17814], [-0.88025, 0.83773, 1.89875], [-1.32102, 0.77263, -2.46336], [-1.70078, 1.09641, -1.63109], [-1.74879, 1.27317, -3.16533]],
  "lowdin_charge": [-0.037, -0.373, -0.067, -0.318, 0.060, -0.194, 0.039, 0.081, 0.087, 0.087, 0.119, 0.096, 0.154, 0.070, 0.076, 0.137, -0.064, 0.007, 0.039],
  "multiplicity": 1,
  "homo_ev": -9.52,
  "e_lumo_ha": 0.029,
  "orbital_gap_ev": 10.303
}

---

It is #one that is most stable; the runner-up trails by 0.338 eV.

---

#one
{
  "formula": "C4H11NO3",
  "method": "ωB97M-V/def2-TZVPD",
  "species": ["H", "O", "N", "H", "H", "C", "H", "C", "O", "O", "H", "C", "H", "H", "H", "C", "H", "H", "H"],
  "positions_angstrom": [[-0.81348, -1.16744, 0.16630], [-1.54409, -1.78674, 1.00500], [0.05510, -0.59837, -0.55149], [-0.96290, -2.26268, 1.60393], [0.94746, -1.07355, -0.62502], [0.32593, 0.66737, 0.21998], [-0.49568, 1.35728, -0.00338], [0.07185, 0.47817, 1.75814], [1.07326, 0.33456, 2.43324], [-1.17760, 0.38823, 2.06356], [-1.66094, -0.84675, 1.59284], [-0.64319, -0.38688, -1.83622], [-0.29718, 0.42192, -2.47988], [-0.49660, -1.23324, -2.51889], [-1.70626, -0.37986, -1.59531], [1.61613, 1.41066, -0.19649], [1.37909, 2.43710, -0.44446], [2.35988, 1.27643, 0.56477], [1.96924, 0.96379, -1.15662]],
  "lowdin_charge": [0.082, -0.038, -0.043, 0.085, 0.155, -0.268, 0.137, -0.617, 0.054, -0.064, 0.084, -0.050, 0.091, 0.092, 0.100, -0.027, 0.076, 0.067, 0.083],
  "multiplicity": 1,
  "homo_ev": -9.18,
  "e_lumo_ha": 0.016,
  "orbital_gap_ev": 9.627
}

---

#two
{
  "formula": "C4H11NO3",
  "method": "ωB97M-V/def2-TZVPD",
  "species": ["C", "N", "C", "O", "C", "C", "O", "O", "H", "H", "H", "H", "H", "H", "H", "H", "H", "H", "H"],
  "positions_angstrom": [[-2.75424, 0.22490, 0.08872], [-1.56403, 0.83948, -0.47820], [-0.39528, -0.02383, -0.61160], [-0.72478, -1.39555, -0.49048], [0.67066, 0.35720, 0.41902], [1.99127, -0.35920, 0.13744], [2.78854, -0.41177, 1.30353], [2.73724, 0.35929, -0.82206], [-2.57442, -0.14668, 1.10221], [-3.54886, 0.97518, 0.15627], [-3.13029, -0.58935, -0.53988], [-1.80327, 1.18090, -1.40896], [0.01501, 0.11467, -1.61837], [-0.94216, -1.54733, 0.44492], [0.83831, 1.44241, 0.39708], [0.32480, 0.09966, 1.42784], [1.83898, -1.38158, -0.22178], [2.72213, 0.46395, 1.71873], [3.51039, -0.20234, -1.00444]],
  "lowdin_charge": [-0.131, -0.070, -0.424, -0.031, -0.078, -0.465, -0.012, -0.007, 0.079, 0.081, 0.078, 0.109, 0.156, 0.096, 0.133, 0.130, 0.151, 0.100, 0.106],
  "multiplicity": 1,
  "homo_ev": -9.08,
  "e_lumo_ha": 0.030,
  "orbital_gap_ev": 9.880
}

---

It is #two that is most stable; the runner-up trails by 0.415 eV.

---

#one
{
  "formula": "C4H11NO3",
  "method": "ωB97M-V/def2-TZVPD",
  "species": ["O", "C", "C", "C", "N", "C", "O", "H", "H", "H", "H", "H", "H", "H", "H", "H", "O", "H", "H"],
  "positions_angstrom": [[-2.50378, 2.40244, 0.07280], [-1.31209, 2.25637, 0.16063], [-0.53720, 1.36470, -0.77001], [0.53915, 0.56211, -0.03869], [0.47703, -0.85698, -0.38398], [1.52300, -1.64749, 0.21264], [2.84042, -1.32290, -0.20457], [-0.74257, 2.87653, 0.87937], [-0.11748, 1.96961, -1.53469], [-1.24903, 0.71083, -1.27957], [0.30761, 0.58737, 1.03730], [1.53396, 1.01089, -0.11615], [0.47605, -0.92512, -1.39269], [1.23870, -2.68857, 0.07712], [1.53157, -1.41620, 1.27891], [2.95545, -1.59550, -1.12174], [-2.71960, -1.03251, 1.02971], [-2.18768, -1.39230, 1.74590], [-2.05349, -0.86327, 0.34770]],
  "lowdin_charge": [0.061, -0.272, -0.146, -0.235, -0.064, -0.300, -0.048, 0.129, 0.106, 0.119, 0.116, 0.119, 0.112, 0.120, 0.124, 0.085, -0.059, 0.030, 0.003],
  "multiplicity": 1,
  "homo_ev": -9.80,
  "e_lumo_ha": 0.021,
  "orbital_gap_ev": 10.362
}

---

#two
{
  "formula": "C4H11NO3",
  "method": "ωB97M-V/def2-TZVPD",
  "species": ["C", "C", "O", "N", "C", "C", "O", "H", "H", "H", "H", "H", "H", "H", "H", "H", "O", "H", "H"],
  "positions_angstrom": [[0.74444, 1.95448, -1.96697], [1.63024, 1.90211, -0.72741], [2.49196, 2.76637, -0.48930], [1.40726, 0.89973, 0.17980], [0.71051, -0.36070, -0.05340], [0.06852, -0.89620, 1.22835], [1.12764, -1.42599, 2.01377], [-0.13868, 1.37714, -2.10547], [0.29740, 3.00452, -1.99755], [1.39646, 1.77965, -2.91894], [1.94112, 0.99522, 0.98099], [-0.11834, -0.22724, -0.71327], [1.46067, -1.06501, -0.44618], [-0.59396, -1.71208, 1.05926], [-0.56029, -0.29721, 1.99692], [1.92184, -0.85530, 2.02566], [-6.34449, -3.65955, -0.29743], [-6.21067, -3.71301, 0.66998], [-6.36952, -2.62959, -0.50981]],
  "lowdin_charge": [-0.016, -0.510, 0.015, 0.061, -0.155, -0.236, -0.098, 0.037, 0.106, 0.122, 0.105, 0.098, 0.138, 0.098, 0.148, 0.086, -0.129, 0.029, 0.100],
  "multiplicity": 1,
  "homo_ev": -9.81,
  "e_lumo_ha": 0.020,
  "orbital_gap_ev": 10.357
}

---

#three
{
  "formula": "C4H11NO3",
  "method": "ωB97M-V/def2-TZVPD",
  "species": ["C", "N", "C", "O", "C", "C", "O", "H", "H", "H", "H", "H", "H", "H", "H", "H", "O", "H", "H"],
  "positions_angstrom": [[-0.07778, 2.48523, 0.01086], [-0.24558, 1.03335, 0.12034], [-1.40934, 0.49819, -0.40653], [-1.48820, -0.62419, -0.84666], [0.95987, 0.23528, -0.02073], [1.83042, 0.37512, 1.21051], [2.50416, 1.65741, 1.11887], [0.31032, 2.85237, 0.95599], [0.68190, 2.75643, -0.72201], [-0.99289, 2.96670, -0.33750], [-2.27213, 1.09252, -0.06368], [1.60347, 0.66687, -0.79120], [0.66737, -0.78909, -0.21570], [1.27092, 0.45500, 2.13610], [2.57596, -0.40510, 1.24331], [2.64131, 1.98903, 2.00703], [-2.91492, -5.84675, -2.19021], [-2.69606, -6.41785, -1.44092], [-2.94879, -4.98051, -1.76787]],
  "lowdin_charge": [-0.055, -0.140, -0.324, 0.026, -0.150, -0.209, -0.095, 0.078, 0.089, 0.086, 0.137, 0.131, 0.120, 0.120, 0.110, 0.079, -0.066, 0.033, 0.032],
  "multiplicity": 1,
  "homo_ev": -9.47,
  "e_lumo_ha": 0.026,
  "orbital_gap_ev": 10.175
}

---

It is #three that is most stable; the runner-up trails by 0.232 eV.

---

#one
{
  "formula": "C4H11NO3",
  "method": "ωB97M-V/def2-TZVPD",
  "species": ["O", "C", "N", "O", "H", "H", "H", "C", "C", "C", "O", "H", "H", "H", "H", "H", "H", "H", "H"],
  "positions_angstrom": [[-1.02249, 2.50738, 0.21290], [-1.40411, 1.40975, 0.55488], [-1.96463, 0.52269, -0.30064], [-2.53949, -0.66003, 0.15668], [-1.45631, 1.06063, 1.60069], [-2.27561, 0.83383, -1.21369], [-1.88086, -1.36401, -0.02356], [1.33129, 0.56583, -1.03453], [1.28424, 0.18645, 0.43854], [0.69503, -1.24644, 0.75082], [-0.04869, -1.79736, -0.31446], [1.68977, 1.59560, -1.11840], [1.98798, -0.09300, -1.61256], [0.33575, 0.53248, -1.48039], [2.30905, -0.06088, 0.76655], [0.95390, 0.98646, 1.09764], [1.48573, -1.95008, 1.04136], [-0.00685, -1.16296, 1.58020], [0.52629, -1.86634, -1.10203]],
  "lowdin_charge": [0.020, -0.388, -0.025, -0.030, 0.148, 0.160, 0.075, -0.112, -0.227, -0.240, -0.111, 0.083, 0.077, 0.057, 0.100, 0.087, 0.112, 0.107, 0.107],
  "multiplicity": 1,
  "homo_ev": -9.85,
  "e_lumo_ha": 0.023,
  "orbital_gap_ev": 10.489
}

---

#two
{
  "formula": "C4H11NO3",
  "method": "ωB97M-V/def2-TZVPD",
  "species": ["O", "C", "N", "O", "H", "H", "H", "C", "C", "O", "C", "H", "H", "H", "H", "H", "H", "H", "H"],
  "positions_angstrom": [[0.89544, 0.17502, -2.54172], [0.29029, 0.70190, -1.59580], [-1.09671, 0.39401, -1.42766], [-1.62599, -0.40108, -2.45876], [0.56745, 1.68643, -1.18306], [-1.74627, 1.07511, -1.04927], [-0.82663, -0.49665, -3.03798], [-1.37376, 0.20279, 1.73678], [-0.33664, -0.68006, 1.10675], [0.87699, 0.23678, 0.43533], [2.18503, -0.32151, 0.50305], [-1.26853, 1.23880, 1.40329], [-2.38859, -0.11948, 1.49896], [-1.25172, 0.22627, 2.82598], [0.24206, -1.21822, 1.85639], [-0.72225, -1.38330, 0.37039], [2.19605, -1.26488, -0.04975], [2.48676, -0.43246, 1.54760], [2.89703, 0.38054, 0.05947]],
  "lowdin_charge": [-0.009, -0.330, -0.050, -0.050, 0.143, 0.133, 0.090, -0.097, -0.117, -0.297, -0.118, 0.076, 0.079, 0.077, 0.099, 0.106, 0.092, 0.081, 0.092],
  "multiplicity": 1,
  "homo_ev": -8.84,
  "e_lumo_ha": 0.032,
  "orbital_gap_ev": 9.706
}

---

It is #one that is most stable; the runner-up trails by 1.501 eV.